Record 1
# CH8O2Si2

2 unconnected molecules or ions with the total composition CH8O2Si2 in a non-equilibrium geometry (ωB97M-V/def2-TZVPD, OMol25).

Geometry as XYZ:
```
13
Properties=species:S:1:pos:R:3:forces:R:3
C 0.4201 0.5581 -0.7605 -2.7 0.7 4.4
O -2.9103 0.3118 -0.7234 0.6 -1.2 -0.9
O 2.1333 -1.4057 0.4591 2.2 3.0 -0.2
Si -1.8921 -0.1566 0.5035 1.8 0.2 -2.6
Si 1.8490 0.2983 0.3112 3.6 -1.9 -1.0
H 0.5920 0.0452 -1.6285 -0.1 -1.2 -2.4
H 0.0451 1.5695 -0.8018 -0.1 0.2 -0.5
H -2.7172 -0.1667 -1.5761 -0.4 0.9 1.3
H 1.3084 -1.7797 0.5002 -3.1 -2.0 0.2
H -2.0792 0.7587 1.5518 0.0 1.0 1.0
H -2.1168 -1.5284 1.0162 0.3 0.0 -0.3
H 3.1833 0.6387 -0.4645 -1.2 0.0 0.4
H 2.1843 0.8569 1.6129 -0.8 0.5 0.5
```
Forces are in eV/Å.

Output
Net charge ... 0
Energy relative to the best compared isomer or geometry (same formula, charge and spin) ... 67.08 kJ/mol
E_HOMO ... -9.04 eV

Results of the natural (NBO) charge analysis, in e, for atoms 1 through 2:
1. C -1.153
2. O -1.086

=====

Record 2
# CH8O3

3 unconnected molecules or ions with the total composition CH8O3 in a non-equilibrium geometry (ωB97M-V/def2-TZVPD, OMol25).

Geometry as XYZ:
```
12
Properties=species:S:1:pos:R:3:forces:R:3
C -0.1101 1.6379 1.5014 -0.3 -0.4 -0.7
O -0.9720 0.5073 1.3599 -0.1 0.6 -0.1
H -0.6629 2.5802 1.3730 0.1 0.0 0.4
H 0.3800 1.5456 2.4648 0.0 0.3 0.1
H 0.6401 1.6189 0.7145 0.3 0.0 0.0
H -1.3223 0.5648 0.4602 0.1 -0.5 0.2
H -0.1768 -1.2345 -1.1316 0.2 0.1 -0.1
H -1.0321 -2.5127 -1.0545 0.0 1.1 0.0
O -1.1001 -1.5324 -1.0892 -0.1 -1.0 0.0
H 2.3589 0.0225 -2.0735 0.1 0.1 -0.2
H 2.4598 -0.7301 -0.7499 0.1 0.0 0.1
O 1.8047 -0.4018 -1.3947 -0.5 -0.1 0.2
```
Forces are in eV/Å.

Output
Net charge ... -1
Spin multiplicity ... 2
Energy relative to the best compared isomer or geometry (same formula, charge and spin) ... 0.00 kJ/mol
E_HOMO (alpha / beta) ... 0.87 / -6.78 eV

Results of the natural (NBO) charge analysis, in e, for atoms 1 through 2:
1. C -0.315
2. O -0.736

=====

Record 3
# CH8OP3

A gas-phase ion, CH8OP3 (charge +1) in a non-equilibrium geometry (ωB97M-V/def2-TZVPD, OMol25).

Geometry as XYZ:
```
13
Properties=species:S:1:pos:R:3:forces:R:3
C 0.0478 -1.6438 -0.4113 -0.7 0.0 0.1
O -0.1081 -0.1788 2.0318 1.7 -0.2 -2.1
P 2.1162 0.7716 -0.0597 0.1 0.4 -1.0
P -1.9154 0.9171 0.1152 -0.2 0.7 -2.0
P 0.0780 -0.0164 0.3873 0.0 0.3 0.8
H 0.8925 -2.3059 -0.2622 0.5 0.3 0.6
H 0.0932 -1.4920 -1.5469 -1.1 -0.3 1.5
H -0.8114 -2.1186 0.1777 0.6 0.2 -1.8
H -0.9859 0.0700 2.3111 -0.6 0.1 0.4
H 1.9158 2.2290 -0.2350 -0.2 -1.4 0.0
H 2.1685 0.3186 -1.5183 -0.5 0.7 1.8
H -1.9459 1.1774 -1.3655 0.2 -0.5 1.5
H -1.5453 2.2718 0.3758 0.2 -0.4 0.1
```
Forces are in eV/Å.

Output
Net charge ... +1
Energy relative to the best compared isomer or geometry (same formula, charge and spin) ... 0.00 kJ/mol
E_HOMO ... -14.19 eV

Results of the natural (NBO) charge analysis, in e, for atoms 1 through 2:
1. C -1.016
2. O -0.936

=====

Record 4
# CH8SSi2

A single CH8SSi2 molecule in a non-equilibrium geometry (ωB97M-V/def2-TZVPD, OMol25).

Geometry as XYZ:
```
12
Properties=species:S:1:pos:R:3:forces:R:3
Si -1.6980 -0.4523 1.5286 -1.2 -2.0 -1.5
Si 0.1731 0.4634 0.5558 1.8 -2.4 -1.5
C 1.2851 -0.4684 -1.1397 -3.7 1.2 0.8
S 2.4257 0.7916 -1.6583 0.5 0.4 -0.6
H -2.3717 0.7580 1.7091 -0.8 1.7 0.8
H -1.9345 -1.3787 2.6599 0.6 0.2 0.1
H -2.6910 -1.0101 0.4860 0.8 0.1 0.3
H -0.3725 1.5276 -0.2074 -0.4 1.2 -0.3
H 0.9768 0.7981 1.7602 0.3 0.3 -0.4
H 0.4646 -0.6134 -1.9729 1.6 0.0 1.9
H 1.7032 -1.3819 -0.7657 0.4 -0.4 -0.4
H 2.0391 0.9660 -2.9554 0.1 -0.3 0.6
```
Forces are in eV/Å.

Output
Net charge ... 0
Energy relative to the best compared isomer or geometry (same formula, charge and spin) ... 83.58 kJ/mol
E_HOMO ... -8.61 eV

Results of the natural (NBO) charge analysis, in e, for atoms 1 through 2:
1. Si 0.327
2. Si 0.604

=====

Record 5
# CH9N2O2

3 unconnected molecules or ions with the total composition CH9N2O2 in a non-equilibrium geometry (ωB97M-V/def2-TZVPD, OMol25).

Geometry as XYZ:
```
14
Properties=species:S:1:pos:R:3:forces:R:3
N 1.2967 0.7260 0.4562 -0.5 -1.6 0.4
C 0.6205 1.3434 -0.5644 0.2 2.4 -0.8
N -0.3186 0.7747 -1.3910 0.1 -0.5 0.3
H 0.6630 0.3487 1.2091 1.8 1.1 -0.8
H 2.1468 1.2109 0.6825 -0.1 -0.1 0.5
H 0.9202 2.3738 -0.8039 -0.1 -0.5 0.0
H -0.4249 1.1006 -2.3327 -0.1 0.0 0.1
H -1.0043 0.1525 -1.0029 0.0 -0.1 -0.3
H 0.1180 -2.6818 -1.4840 -0.4 -0.8 0.0
H -1.3130 -2.5985 -0.6576 0.4 -0.9 -0.5
O -0.5125 -2.1818 -0.9760 -0.2 1.5 0.7
H -0.8182 0.1978 2.9816 0.0 -0.1 -0.1
H -0.6636 -0.8555 1.8529 -0.1 -0.2 0.1
O -0.7101 0.0891 2.0301 -0.8 -0.3 0.5
```
Forces are in eV/Å.

Output
Net charge ... 0
Spin multiplicity ... 2
Energy relative to the best compared isomer or geometry (same formula, charge and spin) ... 57.03 kJ/mol
E_HOMO (alpha / beta) ... -4.29 / -8.30 eV

Results of the natural (NBO) charge analysis, in e, for atoms 1 through 2:
1. N -0.887
2. C 0.051

=====

Record 6
# CH9N2O2

3 unconnected molecules or ions with the total composition CH9N2O2 in a non-equilibrium geometry (ωB97M-V/def2-TZVPD, OMol25).

Geometry as XYZ:
```
14
Properties=species:S:1:pos:R:3:forces:R:3
N 1.5726 0.3007 -0.1438 -0.3 0.7 -1.1
C 1.0389 1.1591 0.6921 1.1 -1.4 0.6
N -0.0786 0.9306 1.3289 -0.9 0.7 -0.2
H 1.0058 -0.3873 -0.6393 0.0 -0.4 0.6
H 2.4006 0.5899 -0.6447 0.2 -0.1 0.3
H 1.7417 1.9035 1.0460 -0.6 0.7 -0.1
H -0.5947 1.6993 1.7210 0.4 0.4 0.5
H -0.7361 0.2141 1.0579 0.2 -0.4 -0.5
H -1.6137 0.5085 -1.5733 0.0 0.2 -0.1
H -2.9763 0.0829 -1.0967 -0.1 0.1 0.2
O -2.1637 0.4974 -0.7821 0.2 -0.3 -0.1
H 0.7819 -2.9210 -0.0872 -0.2 -0.2 0.0
H -0.6477 -2.4171 -0.5036 0.1 -0.4 0.0
O 0.2696 -2.1606 -0.3751 0.0 0.6 -0.1
```
Forces are in eV/Å.

Output
Net charge ... +1
Energy relative to the best compared isomer or geometry (same formula, charge and spin) ... 64.84 kJ/mol
E_HOMO ... -15.72 eV

Results of the natural (NBO) charge analysis, in e, for atoms 1 through 2:
1. N -0.701
2. C 0.397

=====

Record 7
# CH9N2O2

3 unconnected molecules or ions with the total composition CH9N2O2 in a non-equilibrium geometry (ωB97M-V/def2-TZVPD, OMol25).

Geometry as XYZ:
```
14
Properties=species:S:1:pos:R:3:forces:R:3
N 0.6039 0.5830 -0.7445 0.9 1.0 1.7
C 0.1821 -0.2370 -1.6866 3.2 0.1 0.3
N -0.5579 -1.2714 -1.4873 -1.2 0.7 3.5
H 0.2209 0.6654 0.2363 0.5 -0.5 -1.9
H 1.6101 0.8988 -0.6642 -1.8 -0.2 -1.2
H 0.7629 -0.1630 -2.6224 -0.8 0.0 0.2
H -0.6205 -1.8470 -2.2485 -0.8 -1.9 -2.0
H -0.8288 -1.5369 -0.4200 0.5 1.0 -2.7
H -1.0589 -0.2404 1.4342 0.4 -1.2 0.0
H -0.6947 -1.8019 1.6660 0.0 1.3 -0.5
O -0.6037 -1.0281 1.0485 -0.7 -0.8 1.7
H 1.0072 2.0936 2.0368 1.8 -0.2 0.3
H -0.3401 2.2035 1.9133 -2.9 1.3 0.6
O 0.3173 1.6815 1.5384 0.9 -0.6 0.1
```
Forces are in eV/Å.

Output
Net charge ... +1
Energy relative to the best compared isomer or geometry (same formula, charge and spin) ... 161.89 kJ/mol
E_HOMO ... -14.75 eV

Results of the natural (NBO) charge analysis, in e, for atoms 1 through 2:
1. N -0.769
2. C 0.392

=====

Record 8
# CH9N3O2

2 unconnected molecules or ions with the total composition CH9N3O2 in a non-equilibrium geometry (ωB97M-V/def2-TZVPD, OMol25).

Geometry as XYZ:
```
15
Properties=species:S:1:pos:R:3:forces:R:3
N 1.7740 0.6462 0.8859 0.1 0.6 0.1
N 1.7455 -0.6323 0.4203 -0.5 0.0 -0.3
N 2.4306 -0.7259 -0.7504 0.2 0.3 0.0
O 0.1987 -0.9872 0.1339 1.7 -0.8 1.1
H 1.3361 1.3389 0.2706 0.0 -0.3 0.1
H 1.3838 0.6868 1.8202 0.0 -0.1 -0.3
H 2.5191 -1.6909 -1.0397 -0.2 0.3 -0.1
H 2.1605 -0.0583 -1.4788 -0.1 -0.5 0.2
H 0.2412 -1.6920 0.8138 -0.7 0.4 -0.6
C -2.4662 0.8470 -0.1759 0.3 0.2 0.1
O -2.4008 -0.5484 -0.1860 1.7 -1.4 -0.2
H -1.9043 1.2942 -1.0112 -0.1 0.0 0.1
H -2.0800 1.2664 0.7691 -0.1 0.0 -0.2
H -3.5195 1.1272 -0.2751 0.2 0.0 0.0
H -1.4187 -0.8717 -0.1969 -2.4 1.3 0.0
```
Forces are in eV/Å.

Output
Net charge ... 0
Energy relative to the best compared isomer or geometry (same formula, charge and spin) ... 435.91 kJ/mol
E_HOMO ... -9.47 eV

Results of the natural (NBO) charge analysis, in e, for atoms 1 through 2:
1. N -0.629
2. N 0.128

=====

Record 9
# CH9N4

2 unconnected molecules or ions with the total composition CH9N4 in a non-equilibrium geometry (ωB97M-V/def2-TZVPD, OMol25).

Geometry as XYZ:
```
14
Properties=species:S:1:pos:R:3:forces:R:3
N -0.9159 1.3637 1.6379 0.5 0.1 0.1
H -0.8094 0.4534 0.9603 -0.2 -0.6 0.2
H -0.8035 1.0408 2.5937 -0.2 -0.1 0.2
H -0.1729 2.0404 1.4779 0.0 0.1 -0.1
H -1.8166 1.8082 1.5330 -0.3 0.2 0.0
N 1.1532 -1.7196 -1.0820 -0.3 0.9 -0.5
C 0.3694 -0.6760 -0.6335 0.0 -0.8 0.2
N 0.7002 0.5717 -1.0654 0.0 0.6 -0.4
N -0.5771 -0.8413 0.2457 0.7 1.0 -0.9
H 0.6544 -2.5901 -1.1174 0.1 -0.4 0.2
H 1.6173 -1.5275 -1.9630 0.1 -0.2 0.2
H 1.3312 0.6632 -1.8480 0.1 -0.2 0.2
H -0.0554 1.2364 -1.1523 0.0 -0.2 0.2
H -0.6750 -1.8233 0.4129 -0.5 -0.4 0.6
```
Forces are in eV/Å.

Output
Net charge ... +1
Energy relative to the best compared isomer or geometry (same formula, charge and spin) ... 65.59 kJ/mol
E_HOMO ... -13.94 eV

Results of the natural (NBO) charge analysis, in e, for atoms 1 through 2:
1. N -0.919
2. H 0.445

=====

Record 10
# CH9N4

A molecular structure, CH9N4 (ωB97M-V/def2-TZVPD, OMol25).

Geometry as XYZ:
```
14
Properties=species:S:1:pos:R:3:forces:R:3
N 1.1805 -1.5481 1.5946 0.2 -0.1 0.3
H 0.7395 -2.4404 1.3903 0.0 0.0 0.0
H 1.1587 -1.4217 2.6036 0.0 0.0 0.0
H 2.1555 -1.6194 1.3145 0.0 -0.1 0.0
H 0.6437 -0.5372 0.9887 -0.6 0.3 -0.6
N -0.3289 1.6729 -1.6100 0.0 0.2 0.4
C -0.5417 0.7180 -0.6699 -0.2 0.0 0.0
N -1.6842 0.0105 -0.7887 0.0 -0.5 -0.3
N 0.2780 0.4960 0.3174 0.8 0.0 0.3
H 0.3168 2.4047 -1.3535 0.1 0.0 -0.2
H -1.1406 2.0100 -2.1027 0.0 0.0 -0.1
H -2.0987 -0.0299 -1.7074 -0.1 0.1 0.0
H -1.7234 -0.8718 -0.3030 -0.1 0.1 0.2
H 1.0449 1.1563 0.3261 0.0 0.1 0.0
```
Forces are in eV/Å.

Output
Net charge ... +1
Energy relative to the best compared isomer or geometry (same formula, charge and spin) ... 38.62 kJ/mol
E_HOMO ... -14.32 eV

Results of the natural (NBO) charge analysis, in e, for atoms 1 through 2:
1. N -0.970
2. H 0.412

=====

Record 11
# CH9N5

2 unconnected molecules or ions with the total composition CH9N5 in a non-equilibrium geometry (ωB97M-V/def2-TZVPD, OMol25).

Geometry as XYZ:
```
15
Properties=species:S:1:pos:R:3:forces:R:3
C 8.2715 0.9159 -0.0730 0.9 -1.2 -1.2
N 7.4755 0.0036 -0.4198 -0.8 -2.3 -0.3
N -8.2639 -0.6068 0.2388 1.5 -0.5 -1.5
N -8.2751 0.4801 0.8819 0.6 -0.2 1.7
N 6.2982 -0.2589 0.1322 0.7 5.1 2.8
N -8.7684 -0.7295 -0.9307 -0.8 -0.1 0.7
H 7.9294 1.6266 0.5906 -0.3 1.5 1.4
H 9.2677 0.7768 -0.4130 0.7 0.6 -0.4
H 7.6821 -0.7538 -1.0658 1.0 0.3 -0.2
H -9.0108 1.1767 0.7560 0.4 0.4 -0.1
H -7.5774 0.5136 1.7156 -2.1 -0.1 -1.7
H 5.7461 -0.9889 -0.1219 -1.7 -2.3 -1.2
H 6.0106 0.5262 0.7697 -0.3 -1.7 -0.9
H -9.4232 -0.0752 -1.3753 0.3 0.1 0.3
H -8.6544 -1.6408 -1.3934 0.0 0.4 0.6
```
Forces are in eV/Å.

Output
Net charge ... +2
Energy relative to the best compared isomer or geometry (same formula, charge and spin) ... 294.67 kJ/mol
E_HOMO (alpha / beta) ... -16.64 / -16.64 eV

Results of the natural (NBO) charge analysis, in e, for atoms 1 through 2:
1. C -0.003
2. N -0.177

=====

Record 12
# CH9NO2

3 unconnected molecules or ions with the total composition CH9NO2 in a non-equilibrium geometry (ωB97M-V/def2-TZVPD, OMol25).

Geometry as XYZ:
```
13
Properties=species:S:1:pos:R:3:forces:R:3
C 1.6613 -0.3940 0.0600 1.0 0.0 0.2
N 0.3253 -0.5532 -0.4936 1.0 0.1 -0.4
H 2.2623 -1.3048 0.0477 -0.3 -0.1 -0.1
H 2.2542 0.3600 -0.4618 -0.1 0.0 -0.2
H 1.6233 -0.0724 1.0916 -0.2 0.1 0.4
H 0.1076 0.2885 -0.9923 -0.4 0.1 -0.7
H 0.2481 -1.3645 -1.0799 0.0 -0.1 -0.4
O -1.3732 -0.6796 1.3012 0.0 0.4 -0.2
H -0.6374 -0.6230 0.5130 -0.8 -0.2 1.7
H -1.0525 -0.3610 2.1582 0.0 -0.1 -0.6
O -1.5026 1.7606 -0.9325 -0.4 -0.3 0.3
H -2.4585 1.7490 -1.0647 0.1 0.2 -0.4
H -1.4578 1.1944 -0.1469 0.1 0.0 0.3
```
Forces are in eV/Å.

Output
Net charge ... 0
Energy relative to the best compared isomer or geometry (same formula, charge and spin) ... 15.03 kJ/mol
E_HOMO ... -9.89 eV

Results of the natural (NBO) charge analysis, in e, for atoms 1 through 2:
1. C -0.418
2. N -0.814